#1
{"formula": "C2H10NO2", "method": "wB97M-V/def2-TZVPD", "total_charge": 1, "gap_ev": 4.36, "symbols": ["C", "C", "N", "H", "H", "H", "H", "H", "H", "H", "H", "O", "H", "H", "O"], "coordinates": [[1.587, -0.709, -0.707], [2.014, 0.598, -0.740], [-1.920, 0.799, -1.123], [1.800, -1.434, -1.475], [2.556, 0.974, -1.603], [1.959, 1.189, 0.165], [-2.761, 1.220, -0.729], [-1.958, 0.681, -2.124], [-1.571, 0.003, -0.550], [-0.051, 1.166, 2.171], [-0.450, -0.279, 1.207], [0.231, 0.291, 1.821], [-1.590, -1.791, 0.881], [0.862, -0.910, 0.074], [-1.111, -1.060, 0.454]], "lowdin_charge": [0.128, 0.131, 0.278, 0.095, 0.088, 0.076, 0.092, 0.079, -0.026, 0.091, -0.048, -0.026, 0.101, 0.022, -0.081]}

***

#2
{"formula": "C2H10NO2", "method": "wB97M-V/def2-TZVPD", "total_charge": 1, "gap_ev": 11.76, "symbols": ["C", "C", "N", "H", "H", "H", "H", "H", "H", "H", "H", "O", "H", "H", "O"], "coordinates": [[-0.113, -0.320, -1.536], [-0.123, -1.506, -2.208], [0.746, -0.202, -0.191], [-0.767, 0.573, -1.637], [-0.748, -1.537, -3.149], [0.534, -2.329, -2.275], [1.449, -1.023, -0.170], [0.005, -0.259, 0.584], [1.016, 0.822, -0.134], [0.409, 2.827, 2.163], [1.688, 2.682, 1.260], [0.795, 2.337, 1.335], [-2.342, -0.290, 1.834], [-1.166, -1.257, 2.334], [-1.383, -0.518, 1.791]], "lowdin_charge": [-0.082, 0.055, 0.143, 0.129, 0.099, 0.057, 0.197, 0.101, 0.129, 0.126, 0.040, -0.095, 0.098, 0.046, -0.040]}

***

Most stable = #2

***

#1
{"formula": "C2H5BrS", "method": "wB97M-V/def2-TZVPD", "gap_ev": 10.08, "symbols": ["C", "C", "S", "Br", "H", "H", "H", "H", "H"], "coordinates": [[0.890, -0.035, -0.439], [-0.307, -0.414, 0.425], [-1.994, -0.138, -0.267], [-0.211, 0.623, 2.064], [0.963, 1.060, -0.750], [1.916, 0.014, 0.059], [0.937, -0.711, -1.423], [-0.261, -1.601, 0.760], [-1.932, 1.203, -0.429]], "lowdin_charge": [-0.281, -1.164, 0.610, 0.583, 0.078, 0.076, 0.114, 0.115, -0.132]}

***

#2
{"formula": "C2H5BrS", "method": "wB97M-V/def2-TZVPD", "smiles": "C[C@H](S)Br", "gap_ev": 9.27, "symbols": ["C", "C", "S", "Br", "H", "H", "H", "H", "H"], "coordinates": [[0.650, 0.830, -0.221], [-0.229, 0.029, 0.660], [0.203, -2.028, -0.170], [-2.111, 0.255, 0.025], [1.759, 0.502, 0.060], [0.541, 0.682, -1.230], [0.392, 1.808, 0.034], [-0.310, -0.156, 1.777], [-0.896, -1.921, -0.935]], "lowdin_charge": [-0.281, -0.757, 0.457, 0.557, 0.130, 0.031, 0.045, 0.066, -0.248]}

***

Most stable = #1

***

#1
{"formula": "C5H24N2O6", "method": "wB97M-V/def2-TZVPD", "smiles": "C=CCCNCN.O.O.O.O.O.O", "gap_ev": 9.16, "symbols": ["C", "C", "C", "C", "N", "C", "N", "H", "H", "H", "H", "H", "H", "H", "H", "H", "H", "H", "H", "H", "H", "O", "H", "H", "O", "H", "H", "O", "H", "H", "O", "H", "H", "O", "H", "H", "O"], "coordinates": [[-2.614, -0.260, 1.335], [-1.941, -1.161, 2.369], [-0.445, -0.943, 2.410], [0.213, -0.186, 3.310], [-1.853, 0.195, 0.145], [-1.569, 1.625, 0.113], [-0.491, 2.206, 0.891], [-2.993, 0.691, 1.754], [-3.543, -0.766, 0.958], [-2.383, -1.013, 3.400], [-2.159, -2.204, 2.033], [0.076, -1.155, 1.503], [1.209, 0.112, 3.394], [-0.499, 0.130, 4.096], [-1.010, -0.343, 0.001], [-2.502, 2.176, 0.348], [-1.469, 1.852, -0.970], [0.420, 1.780, 0.714], [-0.687, 1.920, 1.863], [0.290, 1.238, -2.839], [0.578, 0.056, -3.697], [-0.167, 0.553, -3.341], [-0.923, -1.288, -2.792], [-1.330, -1.185, -1.363], [-0.929, -1.819, -1.983], [2.403, 2.847, -2.321], [2.851, 1.494, -2.939], [2.162, 2.164, -2.964], [3.701, 1.861, 0.611], [3.034, 0.858, -0.378], [3.240, 1.797, -0.229], [1.499, -1.372, -0.608], [2.835, -1.115, 0.001], [2.008, -0.657, -0.196], [1.238, -4.109, -1.371], [0.426, -2.799, -1.661], [1.326, -3.179, -1.597]], "lowdin_charge": [-0.220, -0.191, -0.194, 0.013, -0.080, -0.326, 0.028, 0.110, 0.115, 0.125, 0.114, 0.060, 0.034, 0.067, 0.058, 0.117, 0.109, 0.053, 0.055, 0.011, 0.046, -0.061, 0.041, 0.022, -0.060, 0.047, 0.043, -0.055, 0.039, -0.013, -0.070, 0.012, 0.065, -0.059, 0.044, -0.017, -0.081]}

***

#2
{"formula": "C5H24N2O6", "method": "wB97M-V/def2-TZVPD", "smiles": "NCCNCCCO.O.O.O.O.O", "gap_ev": 10.19, "symbols": ["C", "N", "C", "C", "C", "O", "C", "N", "H", "H", "H", "H", "H", "H", "H", "H", "H", "H", "H", "H", "H", "H", "H", "H", "O", "H", "H", "O", "H", "H", "O", "H", "H", "O", "H", "H", "O"], "coordinates": [[2.396, -1.270, 1.390], [2.429, -0.618, 0.039], [1.452, -1.262, -0.872], [0.414, -0.245, -1.338], [-0.932, -0.793, -1.767], [-1.612, -1.409, -0.678], [1.070, -0.888, 2.060], [0.897, 0.559, 2.233], [3.219, -0.807, 1.927], [2.466, -2.354, 1.303], [3.351, -0.836, -0.309], [0.933, -2.045, -0.321], [1.957, -1.699, -1.732], [0.869, 0.430, -2.080], [0.301, 0.505, -0.544], [-0.827, -1.565, -2.530], [-1.524, 0.042, -2.137], [0.994, -1.431, 3.005], [0.252, -1.256, 1.443], [1.202, 0.836, 3.151], [1.491, 1.014, 1.553], [-1.804, -0.824, 0.082], [-0.409, 2.300, -0.973], [-0.828, 3.648, -1.386], [-1.145, 2.739, -1.424], [-3.592, 2.207, -0.314], [-2.603, 3.382, 0.022], [-3.443, 2.962, 0.257], [-0.991, 0.772, 1.531], [-2.492, 1.338, 1.335], [-1.903, 0.566, 1.255], [-1.111, -3.123, -0.267], [-0.970, -4.273, -1.191], [-0.693, -4.008, -0.307], [2.193, 1.632, -0.356], [2.391, 2.813, -1.475], [1.977, 2.538, -0.659]], "lowdin_charge": [-0.192, -0.080, -0.203, -0.194, -0.220, -0.112, -0.245, 0.014, 0.112, 0.117, 0.100, 0.085, 0.123, 0.116, 0.067, 0.123, 0.109, 0.121, 0.086, 0.079, 0.046, 0.053, 0.005, 0.053, -0.054, 0.034, 0.019, -0.065, 0.007, 0.036, -0.067, -0.003, 0.031, -0.085, 0.006, 0.042, -0.065]}

***

Most stable = #2

***

#1
{"formula": "C23H27N3O5", "method": "wB97M-V/def2-TZVPD", "smiles": "COc1cccc(CCNC(=O)CCc2nnc(Cc3cc(OC)ccc3OC)o2)c1", "gap_ev": 8.68, "symbols": ["C", "H", "O", "C", "C", "C", "C", "C", "C", "H", "C", "H", "H", "C", "N", "C", "O", "C", "H", "H", "C", "C", "N", "N", "C", "O", "C", "C", "C", "C", "C", "C", "C", "O", "C", "H", "H", "H", "H", "H", "O", "C", "H", "H", "H", "H", "H", "H", "H", "H", "H", "H", "H", "H", "H", "H", "H", "H"], "coordinates": [[-3.862, -1.039, -2.541], [-3.194, -1.657, -3.149], [-4.056, -1.595, -1.261], [-2.969, -1.765, -0.454], [-3.223, -2.328, 0.797], [-2.187, -2.533, 1.684], [-0.892, -2.179, 1.344], [-0.630, -1.612, 0.106], [-1.669, -1.410, -0.792], [-1.449, -0.959, -1.746], [0.767, -1.226, -0.275], [1.240, -0.680, 0.544], [0.744, -0.575, -1.152], [1.643, -2.451, -0.584], [2.972, -2.042, -0.978], [3.934, -1.807, -0.058], [3.851, -2.143, 1.106], [5.153, -1.076, -0.614], [6.049, -1.480, -0.143], [5.217, -1.201, -1.694], [5.039, 0.413, -0.266], [3.789, 0.998, -0.812], [3.168, 0.667, -1.897], [2.049, 1.425, -1.963], [2.043, 2.182, -0.916], [3.132, 1.967, -0.145], [1.003, 3.158, -0.510], [-0.207, 2.447, 0.050], [-1.419, 2.486, -0.605], [-2.554, 1.876, -0.068], [-2.449, 1.211, 1.144], [-1.229, 1.148, 1.799], [-0.103, 1.756, 1.267], [1.136, 1.746, 1.847], [1.305, 1.058, 3.062], [0.693, 1.494, 3.858], [2.358, 1.166, 3.316], [1.067, -0.005, 2.961], [-1.178, 0.613, 2.732], [-3.298, 0.722, 1.592], [-3.699, 1.998, -0.801], [-4.904, 1.526, -0.241], [-5.111, 2.009, 0.720], [-4.894, 0.441, -0.110], [-5.682, 1.795, -0.954], [-1.514, 3.004, -1.546], [1.433, 3.805, 0.257], [0.710, 3.746, -1.380], [5.027, 0.546, 0.818], [5.900, 0.955, -0.668], [3.034, -1.534, -1.851], [1.742, -3.075, 0.307], [1.201, -3.040, -1.390], [-0.084, -2.342, 2.041], [-2.391, -2.971, 2.650], [-4.238, -2.596, 1.046], [-4.849, -1.016, -3.001], [-3.467, -0.021, -2.481]], "lowdin_charge": [-0.081, 0.097, -0.101, -0.280, -0.019, -0.075, -0.059, -0.230, 0.027, 0.117, -0.126, 0.112, 0.102, -0.150, 0.059, -0.517, 0.060, -0.091, 0.123, 0.114, -0.086, -0.333, 0.088, 0.107, -0.326, 0.150, -0.032, -0.138, 0.054, -0.277, -0.015, -0.008, -0.238, -0.098, -0.068, 0.098, 0.099, 0.088, 0.110, 0.111, -0.097, -0.080, 0.098, 0.081, 0.097, 0.129, 0.136, 0.129, 0.130, 0.127, 0.116, 0.121, 0.128, 0.114, 0.105, 0.116, 0.097, 0.087]}

***

#2
{"formula": "C23H27N3O5", "method": "wB97M-V/def2-TZVPD", "smiles": "COCCCn1c(C)cc(C(=O)COC(=O)CCc2nc3ccccc3c(=O)[nH]2)c1C", "gap_ev": 8.42, "symbols": ["C", "H", "O", "C", "C", "H", "H", "C", "N", "C", "C", "C", "C", "C", "H", "H", "H", "H", "C", "O", "C", "H", "H", "O", "C", "O", "C", "H", "H", "C", "C", "N", "C", "C", "C", "C", "C", "C", "C", "O", "N", "H", "H", "H", "H", "H", "H", "H", "C", "H", "H", "H", "H", "H", "H", "H", "H", "H"], "coordinates": [[4.323, 3.587, -0.937], [5.237, 3.733, -0.350], [3.213, 3.375, -0.101], [3.365, 2.336, 0.838], [3.278, 0.929, 0.237], [3.435, 0.212, 1.043], [4.075, 0.789, -0.495], [1.935, 0.660, -0.455], [0.833, 0.633, 0.471], [-0.012, 1.662, 0.716], [-0.888, 1.267, 1.729], [-0.525, -0.067, 2.081], [0.529, -0.428, 1.298], [1.249, -1.730, 1.249], [2.281, -1.638, 1.587], [1.259, -2.138, 0.238], [0.741, -2.440, 1.897], [-0.971, -0.672, 2.845], [-1.936, 2.083, 2.291], [-2.043, 3.285, 2.143], [-2.968, 1.378, 3.191], [-3.876, 1.990, 3.187], [-2.577, 1.314, 4.209], [-3.281, 0.038, 2.821], [-3.629, -0.171, 1.558], [-3.750, 0.693, 0.727], [-3.865, -1.647, 1.305], [-3.052, -2.215, 1.758], [-4.791, -1.925, 1.814], [-3.977, -1.957, -0.190], [-2.647, -1.854, -0.876], [-1.961, -2.924, -1.051], [-0.766, -2.831, -1.716], [-0.002, -3.989, -1.906], [1.182, -3.927, -2.603], [1.632, -2.719, -3.137], [0.897, -1.569, -2.955], [-0.298, -1.609, -2.234], [-1.067, -0.392, -1.987], [-0.750, 0.727, -2.335], [-2.242, -0.620, -1.287], [-2.798, 0.193, -1.026], [1.216, -0.622, -3.364], [2.556, -2.690, -3.695], [1.768, -4.823, -2.747], [-0.371, -4.917, -1.500], [-4.681, -1.259, -0.647], [-4.337, -2.977, -0.317], [-0.024, 2.909, -0.081], [-0.284, 2.670, -1.114], [-0.772, 3.582, 0.327], [0.945, 3.404, -0.075], [1.740, 1.438, -1.194], [1.987, -0.304, -0.968], [2.554, 2.478, 1.557], [4.324, 2.444, 1.367], [4.479, 2.758, -1.636], [4.108, 4.491, -1.503]], "lowdin_charge": [-0.103, 0.091, -0.210, -0.221, -0.125, 0.107, 0.111, -0.121, 0.000, -0.190, -0.113, 0.013, -0.260, -0.008, 0.073, 0.067, 0.087, 0.115, -0.348, 0.082, -0.059, 0.141, 0.143, -0.002, -0.492, 0.122, -0.059, 0.130, 0.132, -0.096, -0.307, 0.169, -0.224, -0.018, -0.074, -0.077, -0.034, -0.086, -0.391, 0.074, 0.222, 0.148, 0.120, 0.103, 0.104, 0.111, 0.126, 0.123, 0.016, 0.078, 0.079, 0.072, 0.127, 0.107, 0.126, 0.124, 0.084, 0.092]}

***

Most stable = #2